1:
18
Properties=species:S:1:pos:R:3 method="wB97M-V/def2-TZVPD" total_charge=+1 smiles="C=N/C=C/CC[NH3+]" mol_weight_g_mol=99.157 orbital_gap_ha=0.3562 homo_energy_ev=-13.109
C 1.4901 1.6478 1.1549
C 1.6536 0.1830 0.4311
C 0.5047 -0.0364 -0.5957
C -0.3914 -0.9685 -0.2963
N -1.5445 -1.0617 -1.1710
C -1.9328 -2.2569 -1.4533
N 0.0090 1.9202 1.3098
H 1.9384 1.5984 2.1240
H 1.8006 2.4775 0.4135
H 2.5600 0.2927 -0.1268
H 1.7132 -0.6792 1.1201
H 0.6007 0.4898 -1.5343
H -0.3510 -1.5856 0.6414
H -1.4359 -3.1498 -1.0409
H -2.7662 -2.4331 -2.2204
H -0.5766 2.2427 0.6264
H -0.2117 2.3548 2.1982
H -0.4683 0.9684 1.3826



2:
18
Properties=species:S:1:pos:R:3 method="wB97M-V/def2-TZVPD" total_charge=+1 mol_weight_g_mol=99.157 orbital_gap_ha=0.2269 homo_energy_ev=-13.753
C -1.4024 0.6254 0.2838
C -1.2143 -0.3972 -0.8665
C 0.2692 -0.7039 -1.0694
C 1.3776 0.0223 -0.3152
N 1.9403 -0.6440 0.6681
C 3.0980 -0.3066 1.1484
N -2.9103 0.5263 0.5938
H -0.9008 0.2047 1.2021
H -0.7852 1.5246 0.0976
H -1.8601 -1.2117 -0.5477
H -1.7322 0.0289 -1.7319
H 0.5718 -0.9771 -2.0735
H 1.7699 0.9686 -0.7096
H 3.6851 0.4696 0.6544
H 3.4253 -0.8297 2.0711
H -2.5514 1.1786 -0.2401
H 0.3811 -1.6528 -0.5007
H -3.1618 1.1739 1.3352



It is 2 that is the least stable of them.



1:
19
Properties=species:S:1:pos:R:3 method="wB97M-V/def2-TZVPD" smiles="O=CN[C@H]1CO[C@H]1C=O.O" mol_weight_g_mol=147.130 orbital_gap_ha=0.3762 homo_energy_ev=-10.028
O 3.1451 -4.4067 8.4529
C 2.3682 -3.7524 7.7773
N 2.6930 -2.6001 7.0966
C 4.0104 -2.0513 7.0774
C 4.6281 -1.6297 5.7346
O 5.0227 -0.3579 6.2827
C 4.2568 -0.5614 7.4665
C 3.0569 0.3483 7.5325
O 2.1604 0.2084 8.3321
H 1.3289 -4.0751 7.5783
H 1.9729 -2.1872 6.5168
H 4.6606 -2.7128 7.6568
H 5.4840 -2.2162 5.3787
H 3.8884 -1.5095 4.9279
H 4.8439 -0.4187 8.3885
H 3.0336 1.1603 6.7735
H 1.6815 -1.3379 9.3192
O 1.3758 -1.9842 10.0065
H 0.7100 -1.5186 10.5181



2:
19
Properties=species:S:1:pos:R:3 method="wB97M-V/def2-TZVPD" smiles="C[C@H]1NC(=O)O[C@H]1C=O.O" mol_weight_g_mol=147.130 orbital_gap_ha=0.3832 homo_energy_ev=-10.022
C -0.9745 2.7329 1.5334
C -2.1163 2.8431 0.5368
N -1.7066 3.2540 -0.7997
C -2.7228 2.6746 -1.8034
O -3.2739 3.2810 -2.6903
O -3.3625 1.6929 -1.1214
C -2.8781 1.5267 0.2032
C -2.0154 0.2860 0.3260
O -1.6126 -0.3568 -0.6138
H -0.1439 2.1310 1.1385
H -0.5871 3.7357 1.7543
H -1.3230 2.2817 2.4722
H -2.8593 3.5573 0.9217
H -1.4152 4.2127 -0.9423
H -3.7341 1.4012 0.8794
H -1.7025 0.0428 1.3626
H -0.2999 2.0945 -1.9929
O -0.6186 1.5075 -2.8906
H -0.4847 0.5872 -2.6129



It is 1 that is the least stable of them.



1:
10
Properties=species:S:1:pos:R:3 method="wB97M-V/def2-TZVPD" total_charge=+1 mol_weight_g_mol=89.143 orbital_gap_ha=0.3299 homo_energy_ev=-14.401
C -0.2091 -0.6683 -0.2246
C 0.5555 2.5679 -0.3129
N -0.6467 -1.9042 0.0563
N 0.8247 -0.0152 0.1557
S 0.3163 4.0204 -0.2241
H -0.9476 -0.1823 -0.9135
H 0.6775 1.3497 -0.0529
H -1.6468 -2.1537 -0.2279
H -0.3374 -2.4163 0.9105
H 1.4135 -0.5981 0.8336



2:
10
Properties=species:S:1:pos:R:3 method="wB97M-V/def2-TZVPD" total_charge=+1 mol_weight_g_mol=89.143 orbital_gap_ha=0.2858 homo_energy_ev=-12.550
C 0.4268 0.5209 0.0228
C 2.7205 0.5049 0.0220
N -0.1679 1.5116 -0.1949
N -0.1923 -0.8256 -0.0075
S 4.0921 -0.3704 0.0853
H 2.7253 1.5294 -0.2220
H -0.8021 2.2059 -0.4551
H -0.2264 -1.3933 0.8601
H 0.5942 -1.3297 -0.5926
H -1.1809 -0.9703 -0.3859



It is 2 that is the least stable of them.



1:
14
Properties=species:S:1:pos:R:3 method="wB97M-V/def2-TZVPD" smiles="C=C1S[C@@H]2CO[C@H]1S2" mol_weight_g_mol=146.236 orbital_gap_ha=0.3376 homo_energy_ev=-8.563
C -1.9221 -1.3648 -0.7400
C -0.9403 -0.5024 -0.5194
C 1.0088 1.1801 -0.4768
C 1.6942 0.2509 0.5371
C -0.5945 0.0881 0.8431
H -2.5763 -1.6934 0.0917
H -2.1327 -1.7600 -1.7277
H 1.6501 1.9508 -0.9470
H 2.3349 0.8669 1.2468
H 2.3133 -0.4994 0.0325
H -1.3470 -0.1174 1.5941
O 0.6554 -0.4044 1.2595
S 0.1903 0.1238 -1.7380
S -0.3341 1.8812 0.5440



2:
14
Properties=species:S:1:pos:R:3 method="wB97M-V/def2-TZVPD" smiles="C#CCOC(=S)SC" mol_weight_g_mol=146.236 orbital_gap_ha=0.3245 homo_energy_ev=-8.495
C 2.4833 1.3781 0.1896
C 0.7007 -0.8993 -0.0547
C -1.5641 -0.8779 -1.0004
C -2.5957 -0.0798 -0.0688
C -3.1854 0.2333 0.9417
H 3.4112 0.9189 -0.2127
H 2.5549 1.2454 1.3399
H 2.4988 2.5247 0.1684
H -2.1092 -1.8010 -1.2554
H -1.0459 -0.3668 -1.8871
H -3.5685 0.2692 2.0511
O -0.4527 -1.5108 -0.1062
S 0.8688 0.9257 -0.3824
S 2.0038 -1.9597 0.2770



It is 2 that is the least stable of them.



1:
16
Properties=species:S:1:pos:R:3 method="wB97M-V/def2-TZVPD" mol_weight_g_mol=119.189 orbital_gap_ha=0.3344 homo_energy_ev=-8.430
C -2.4753 -0.1332 1.4782
C -1.5653 -0.7505 0.3321
C -0.1973 -0.4272 -1.5286
C 1.0389 -1.0065 -0.7500
H -3.6176 -0.2979 1.1643
H -2.3699 1.0425 1.6042
H -2.1924 -0.8207 2.5816
H -2.1423 -1.5818 -0.0242
H -0.6533 -1.2402 0.8646
H -0.7459 -1.2331 -2.1708
H 0.4544 0.4295 -2.1855
H 1.3811 -2.0226 -1.0909
H 0.0725 0.8594 0.4732
N 1.8751 -0.3146 -0.0202
O -1.0795 0.1599 -0.6901
S 1.5323 1.2308 0.4535



2:
16
Properties=species:S:1:pos:R:3 method="wB97M-V/def2-TZVPD" smiles="C[C@H](CS)NC=O" mol_weight_g_mol=119.189 orbital_gap_ha=0.3660 homo_energy_ev=-9.294
O 1.5469 -0.5817 -2.4172
C 0.3496 -0.4471 -2.3546
N -0.3002 -0.0667 -1.2056
C 0.4469 0.0756 0.0321
C -0.0844 1.1842 0.9497
S -1.8815 1.2138 0.9856
C 0.3935 -1.2598 0.8210
H -0.4154 -0.5842 -3.1361
H -1.2835 -0.2242 -1.1475
H 1.4849 0.3493 -0.1147
H 0.4944 1.0555 1.8720
H 0.2788 2.1854 0.6844
H -2.2064 1.8828 2.0795
H 0.9174 -2.0740 0.3151
H -0.6508 -1.5655 0.8669
H 0.9099 -1.1436 1.7693



It is 1 that is the least stable of them.



1:
20
Properties=species:S:1:pos:R:3 method="wB97M-V/def2-TZVPD" smiles="N[C@@H](Cc1c[nH]cn1)C(=O)O" mol_weight_g_mol=155.157 orbital_gap_ha=0.3412 homo_energy_ev=-8.893
C -1.6719 0.6891 0.2655
C -2.1788 -0.6004 -0.6096
C -0.3496 1.2588 -0.4074
C 0.8302 0.4377 -0.3024
C 2.1215 0.6293 -0.7925
C 2.0154 -1.2880 0.3033
H -0.7605 -0.2027 1.9162
H -2.3046 -0.2080 1.9726
H -2.4509 1.4641 0.1921
H -0.1946 2.3427 -0.1819
H -0.5310 1.2210 -1.5091
H 2.5366 1.4815 -1.3273
H 2.4453 -2.1811 0.7273
H 3.8463 -0.6095 -0.4474
H -0.7237 -1.4435 0.1010
N -1.5451 0.4191 1.7144
N 0.8002 -0.7665 0.3856
N 2.8184 -0.4192 -0.3900
O -3.1561 -0.5080 -1.2976
O -1.5470 -1.7164 -0.3127



2:
20
Properties=species:S:1:pos:R:3 method="wB97M-V/def2-TZVPD" mol_weight_g_mol=155.157 orbital_gap_ha="0.2664 / 0.2540" homo_energy_ev="-8.216 / -7.977"
C 3.0430 -0.1000 0.5125
C 1.8558 0.5895 0.5203
C 1.6609 -1.5098 -0.1105
C -1.0815 1.2408 -0.1026
C -1.1676 -1.1889 -0.6808
C -0.4107 -0.1040 -0.1304
N 2.8860 -1.3701 0.0539
N 0.9829 -0.3303 -0.0033
N -0.7187 -0.5331 2.2003
O -1.7276 -1.1542 2.5426
O 0.1626 0.0027 2.8656
H 4.0170 0.3210 0.7316
H 1.4669 1.6445 0.5408
H 1.0813 -2.2632 -0.6447
H -2.1278 1.0949 -0.0572
H -0.6662 1.7826 -0.9451
H -0.8443 1.8064 0.9065
H -1.2402 -1.0560 -1.8411
H -0.7837 -2.1768 -0.5874
H -2.2230 -1.2830 -0.2997



3:
20
Properties=species:S:1:pos:R:3 method="wB97M-V/def2-TZVPD" mol_weight_g_mol=155.157 orbital_gap_ha=0.3162 homo_energy_ev=-7.768
C -0.6335 -3.1664 -0.1546
C 0.0043 -3.6495 -1.2320
C -0.2556 -1.8077 -0.1353
C 0.4692 -1.5444 -1.2509
C 0.9739 -0.1775 -1.4446
C 0.2287 0.6260 -0.3374
N -0.2675 -0.0215 0.6585
N 0.2616 1.9872 -0.3494
N -0.5006 3.4811 2.1226
O -0.9455 0.2354 1.6116
O 0.7104 -2.7006 -1.8763
H -1.1755 -3.7034 0.6636
H 0.1003 -4.7727 -1.4976
H 1.9426 0.0493 -1.2948
H 0.6639 0.2148 -2.3570
H 0.9794 2.3299 -0.8356
H -0.3311 2.4426 0.1903
H -1.4017 3.9586 2.3263
H 0.0514 3.6819 3.0162
H -0.8748 2.5367 2.1762



It is 3 that is the least stable of them.